No. 1
{"formula": "C31H37BrCl2KN7O6Se", "method": "ωB97M-V/def2-TZVPD", "lumo_ha": 0.1034, "orbital_gap_ev": 3.7936, "e_above_lowest_kj_mol": 0.0, "charge": -2, "total_energy_ev": -232224.4069, "multiplicity": 1, "symbols": ["K", "C", "C", "C", "C", "C", "C", "C", "Br", "C", "O", "C", "C", "C", "C", "C", "C", "H", "H", "H", "H", "H", "H", "H", "H", "H", "H", "H", "H", "H", "H", "H", "H", "H", "H", "H", "H", "O", "C", "C", "O", "C", "C", "O", "C", "O", "O", "Cl", "C", "Cl", "H", "H", "C", "N", "C", "N", "C", "N", "C", "N", "C", "C", "H", "H", "H", "H", "H", "H", "H", "H", "H", "H", "H", "H", "Se", "N", "C", "C", "C", "C", "N", "C", "N", "H", "H", "H"], "positions_angstrom": [[-0.356, -0.781, 0.083], [2.267, -3.960, -7.262], [1.859, -5.026, -6.236], [0.874, -5.979, -6.914], [3.105, -5.836, -5.848], [1.262, -4.358, -5.002], [2.037, -3.476, -4.246], [1.515, -2.872, -3.131], [2.613, -1.691, -2.125], [0.187, -3.084, -2.632], [-0.190, -2.547, -1.549], [-0.617, -3.936, -3.461], [-0.047, -4.546, -4.575], [-2.095, -4.246, -3.173], [-2.222, -5.699, -2.692], [-2.925, -4.082, -4.459], [-2.759, -3.338, -2.129], [2.693, -4.424, -8.158], [3.013, -3.280, -6.848], [1.406, -3.358, -7.559], [1.357, -6.456, -7.770], [-0.011, -5.453, -7.278], [0.539, -6.765, -6.234], [3.559, -6.298, -6.730], [2.847, -6.625, -5.138], [3.855, -5.201, -5.375], [3.062, -3.255, -4.521], [-0.675, -5.216, -5.150], [-1.829, -6.395, -3.436], [-3.270, -5.953, -2.502], [-1.662, -5.846, -1.767], [-2.629, -4.777, -5.246], [-2.825, -3.069, -4.853], [-3.982, -4.260, -4.243], [-2.304, -3.435, -1.148], [-3.821, -3.607, -2.069], [-2.679, -2.290, -2.417], [-1.279, 3.578, 5.047], [-1.040, 2.716, 4.211], [-0.282, 2.874, 2.947], [0.324, 3.886, 2.569], [-0.410, 1.626, 2.207], [-0.913, 0.576, 3.091], [-0.857, -0.651, 2.885], [-1.472, 1.285, 4.275], [-2.160, 0.782, 5.159], [-0.081, 1.495, 0.994], [0.068, 1.245, -2.491], [-0.820, 2.469, -1.589], [-1.991, 3.313, -2.664], [-0.124, 3.195, -1.189], [-1.380, 1.990, -0.800], [3.121, 1.274, 0.589], [4.454, 1.634, 1.104], [5.382, 1.674, -0.023], [4.979, 2.627, -1.064], [3.629, 2.238, -1.512], [2.664, 2.220, -0.427], [2.603, 3.552, 0.178], [3.923, 3.974, 0.678], [4.356, 2.986, 1.669], [4.868, 3.947, -0.432], [2.405, 1.236, 1.409], [3.181, 0.276, 0.144], [5.440, 0.677, -0.467], [6.375, 1.954, 0.345], [3.681, 1.246, -1.970], [3.295, 2.947, -2.275], [1.869, 3.556, 0.989], [2.281, 4.270, -0.585], [3.634, 2.977, 2.487], [5.338, 3.277, 2.056], [5.857, 4.243, -0.066], [4.546, 4.669, -1.189], [-4.552, 0.642, -2.173], [-5.801, -0.389, -1.400], [-5.209, -0.991, -0.397], [-5.836, -1.901, 0.528], [-5.074, -2.400, 1.519], [-3.662, -2.037, 1.620], [-3.055, -1.247, 0.808], [-3.814, -0.692, -0.200], [-3.268, 0.156, -1.035], [-6.885, -2.136, 0.402], [-5.463, -3.076, 2.269], [-3.078, -2.440, 2.442]]}


No. 2
{"formula": "C3H8N2O", "method": "ωB97M-V/def2-TZVPD", "lumo_ha": 0.0229, "orbital_gap_ev": 8.9182, "e_above_lowest_kj_mol": 203.3, "charge": 0, "total_energy_ev": -8267.2192, "multiplicity": 1, "smiles": "[H]/N=C/N.CC=O", "symbols": ["H", "N", "C", "N", "H", "H", "H", "C", "C", "O", "H", "H", "H", "H"], "positions_angstrom": [[-4.357, 2.049, -0.277], [-3.734, 1.895, 0.513], [-2.875, 1.014, 0.094], [-1.645, 0.951, 0.637], [-3.290, 0.127, -0.398], [-0.882, 0.400, 0.280], [-1.466, 1.718, 1.265], [3.123, -1.485, -0.128], [1.961, -0.637, -0.562], [0.961, -0.520, 0.097], [2.833, -2.539, -0.179], [3.274, -1.370, 0.950], [4.037, -1.317, -0.685], [2.059, -0.286, -1.606]]}


No. 3
{"formula": "C3H7NO2", "method": "ωB97M-V/def2-TZVPD", "lumo_ha": 0.0318, "orbital_gap_ev": 10.6305, "e_above_lowest_kj_mol": 86.0, "charge": 0, "total_energy_ev": -8809.6377, "multiplicity": 1, "smiles": "COC(=O)CN", "symbols": ["C", "O", "C", "O", "C", "N", "H", "H", "H", "H", "H", "H", "H"], "positions_angstrom": [[-1.055, -2.056, 0.056], [-0.672, -0.829, 0.686], [0.055, -0.029, -0.105], [0.335, -0.304, -1.251], [0.543, 1.230, 0.593], [1.172, 2.161, -0.323], [-1.662, -2.597, 0.781], [-0.165, -2.632, -0.211], [-1.623, -1.852, -0.855], [1.261, 0.917, 1.362], [-0.284, 1.709, 1.129], [1.643, 1.609, -1.038], [0.451, 2.672, -0.824]]}


No. 4
{"formula": "C37H56FN3O2Ti", "method": "ωB97M-V/def2-TZVPD", "lumo_ha": -0.2545, "orbital_gap_ev": 6.6492, "e_above_lowest_kj_mol": 141.0, "charge": 2, "total_energy_ev": -73663.2125, "multiplicity": 1, "symbols": ["Ti", "C", "C", "C", "C", "C", "C", "C", "C", "C", "C", "C", "C", "C", "C", "C", "C", "C", "H", "H", "H", "H", "H", "H", "H", "H", "H", "H", "H", "H", "H", "H", "H", "H", "H", "H", "H", "H", "H", "H", "H", "H", "H", "H", "H", "H", "H", "C", "O", "C", "O", "N", "N", "H", "H", "H", "H", "H", "H", "C", "C", "C", "C", "C", "C", "C", "C", "C", "C", "C", "C", "N", "C", "C", "C", "C", "C", "C", "F", "H", "H", "H", "H", "H", "H", "H", "H", "H", "H", "H", "H", "H", "H", "H", "H", "H", "H", "H", "H", "H"], "positions_angstrom": [[0.462, -0.830, -0.829], [-1.022, -2.558, -1.398], [-0.965, -1.775, -2.587], [-1.444, -0.468, -2.215], [-1.829, -0.539, -0.832], [-1.643, -1.842, -0.347], [-2.225, -2.506, 0.880], [-1.229, -3.471, 1.531], [-2.766, -1.475, 1.873], [-3.418, -3.331, 0.357], [-1.751, 0.781, -3.054], [-2.919, 0.463, -4.009], [-0.524, 1.298, -3.856], [-2.284, 1.919, -2.159], [-0.878, -2.497, -3.944], [-0.091, -3.811, -3.852], [-0.266, -1.685, -5.088], [-2.331, -2.896, -4.273], [-0.846, -3.620, -1.368], [-2.318, 0.259, -0.297], [-0.346, -2.968, 1.914], [-0.907, -4.238, 0.822], [-1.713, -3.988, 2.362], [-2.021, -0.732, 2.159], [-3.107, -1.978, 2.779], [-3.622, -0.940, 1.453], [-3.083, -4.179, -0.244], [-4.092, -2.721, -0.249], [-3.985, -3.724, 1.204], [-2.629, -0.156, -4.854], [-3.299, 1.404, -4.410], [-3.740, -0.027, -3.480], [0.336, 0.633, -3.800], [-0.210, 2.274, -3.493], [-0.767, 1.419, -4.911], [-3.262, 1.670, -1.738], [-2.421, 2.804, -2.782], [-1.611, 2.187, -1.346], [0.943, -3.656, -3.569], [-0.092, -4.273, -4.840], [-0.550, -4.533, -3.173], [0.773, -1.422, -4.880], [-0.811, -0.773, -5.309], [-0.275, -2.294, -5.993], [-2.719, -3.583, -3.516], [-2.345, -3.413, -5.235], [-3.008, -2.047, -4.335], [0.282, -0.863, 4.602], [0.416, -1.149, 3.191], [0.308, -0.210, 2.294], [0.427, -0.553, 1.098], [0.093, 1.043, 2.677], [0.023, 2.072, 1.739], [0.372, -1.820, 5.097], [-0.700, -0.436, 4.808], [1.085, -0.204, 4.932], [0.072, 1.254, 3.661], [0.814, 2.692, 1.862], [-0.835, 2.591, 1.878], [4.292, 1.994, 1.757], [3.401, 0.748, 1.718], [3.074, 0.328, 3.159], [4.030, -0.432, 0.982], [5.201, -0.966, 1.507], [5.785, -2.100, 0.972], [5.164, -2.747, -0.082], [4.001, -2.238, -0.649], [3.297, -3.063, -1.700], [2.033, -3.620, -1.032], [3.106, -2.368, -3.057], [3.459, -1.052, -0.148], [2.341, -0.397, -0.824], [2.709, 0.865, -1.369], [3.985, 1.273, -1.743], [4.177, 2.559, -2.233], [3.127, 3.464, -2.332], [1.840, 3.075, -1.971], [1.711, 1.791, -1.530], [0.451, 1.269, -1.197], [3.786, 2.807, 2.285], [4.550, 2.347, 0.762], [5.220, 1.788, 2.294], [2.469, 1.004, 1.210], [3.989, 0.132, 3.718], [2.481, -0.589, 3.190], [2.547, 1.131, 3.684], [5.665, -0.489, 2.362], [6.701, -2.495, 1.393], [5.585, -3.663, -0.480], [3.938, -3.923, -1.893], [1.399, -2.806, -0.628], [2.301, -4.183, -0.138], [1.423, -4.247, -1.676], [2.183, -1.801, -3.130], [3.099, -3.101, -3.864], [3.930, -1.681, -3.253], [4.817, 0.587, -1.655], [5.171, 2.862, -2.534], [3.298, 4.467, -2.701], [0.988, 3.739, -2.049]]}


No. 5
{"formula": "C20H24BrCrNOP2", "method": "ωB97M-V/def2-TZVPD", "lumo_ha": [-0.1798, -0.1781], "orbital_gap_ev": [5.8976, 5.9683], "charge": 1, "total_energy_ev": -141701.6701, "s2": 3.84, "multiplicity": 4, "symbols": ["C", "C", "C", "C", "C", "C", "C", "C", "C", "C", "C", "C", "C", "H", "H", "H", "H", "H", "H", "H", "N", "Cr", "C", "H", "H", "C", "H", "H", "P", "P", "C", "H", "H", "H", "C", "H", "H", "H", "C", "H", "H", "H", "C", "H", "H", "H", "C", "O", "H", "Br"], "positions_angstrom": [[-3.110, 0.741, -2.286], [-1.875, 0.442, -1.680], [-1.898, 0.399, -0.278], [-2.999, 0.901, 0.429], [-4.216, 1.178, -0.197], [-4.284, 1.007, -1.579], [-2.704, 0.708, 1.879], [-1.465, 1.373, 2.369], [-0.426, 0.860, 1.579], [0.879, 1.326, 1.806], [1.093, 2.016, 3.012], [0.086, 2.258, 3.941], [-1.241, 2.047, 3.577], [-3.144, 0.675, -3.368], [-5.103, 1.410, 0.394], [-5.216, 1.185, -2.118], [-3.560, 1.033, 2.454], [2.112, 2.278, 3.270], [0.303, 2.749, 4.885], [-2.089, 2.247, 4.245], [-0.988, -0.135, 0.699], [0.578, -1.459, -0.022], [-0.600, 0.311, -2.496], [0.141, 1.073, -2.184], [-0.824, 0.414, -3.566], [1.962, 1.286, 0.746], [1.616, 1.648, -0.245], [2.861, 1.847, 1.048], [0.151, -1.321, -2.301], [2.517, -0.430, 0.499], [3.325, -0.901, 2.063], [3.679, -1.944, 1.951], [4.176, -0.213, 2.237], [2.591, -0.830, 2.887], [3.833, -0.382, -0.752], [4.711, 0.130, -0.316], [4.093, -1.419, -1.023], [3.481, 0.165, -1.644], [-1.128, -2.514, -2.667], [-1.397, -2.410, -3.721], [-0.741, -3.516, -2.465], [-2.007, -2.335, -2.042], [1.430, -1.471, -3.533], [1.921, -2.441, -3.415], [0.952, -1.411, -4.517], [2.176, -0.677, -3.432], [0.444, -2.041, 1.867], [0.279, -2.218, 3.005], [-2.065, -0.088, 1.557], [1.690, -3.549, -0.551]]}